# 1
# C30H52O12

9 unconnected molecules or ions with the total composition C30H52O12 in a non-equilibrium geometry (ωB97M-V/def2-TZVPD, OMol25).

Values from the calculation:
HOMO energy in eV: -8.72
Net charge: 0
Spin multiplicity: 1
LUMO in eV: -1.5
Kohn-Sham gap in hartree: 0.265
Energy relative to the best compared isomer or geometry (same formula, charge and spin) in eV: 3.0589
Maximum force in eV/Å: 19.5

Structure (XYZ):
```
94
Properties=species:S:1:pos:R:3:forces:R:3
O 27.201 -24.469 37.129 -2.221 1.851 -0.329
C 28.020 -25.154 37.640 3.168 -3.281 0.414
C 29.022 -25.860 36.844 3.312 -3.725 -0.337
C 30.070 -26.786 37.385 -2.945 2.698 -2.258
O 30.976 -27.479 36.664 -2.082 1.229 -3.963
C 30.274 -26.956 38.889 -2.610 2.672 -1.252
O 31.230 -27.467 39.325 3.273 -2.288 1.065
C 29.343 -26.250 39.710 -6.409 3.329 -4.211
C 28.125 -25.484 39.117 4.359 -1.369 2.399
O 27.286 -24.851 39.911 2.368 -2.404 1.692
H 28.829 -25.883 35.721 0.518 0.253 1.542
H 30.753 -27.340 35.575 0.889 -0.476 4.543
H 29.351 -26.261 40.735 0.308 -0.238 2.312
H 26.710 -24.271 39.481 -2.126 1.800 -1.654
C 25.437 -20.791 32.735 2.990 -2.804 -0.651
C 26.211 -21.049 33.975 3.246 0.967 2.604
C 26.208 -22.585 34.363 7.133 3.891 -1.899
O 26.963 -20.196 34.549 -2.968 -2.987 -1.975
H 26.134 -20.991 31.846 -0.825 -0.568 1.169
H 25.260 -19.836 32.534 -1.357 4.207 -0.132
H 24.616 -21.443 32.745 -1.312 -0.709 -0.527
H 26.973 -23.012 33.627 -1.583 0.229 0.071
H 25.356 -23.016 34.401 -5.958 -2.853 -0.512
H 26.754 -22.894 35.206 0.536 0.560 1.875
C 22.283 -20.043 40.859 1.008 0.234 0.539
C 21.754 -20.253 39.329 1.181 3.549 3.240
C 21.160 -21.523 38.925 -1.835 -2.610 1.507
O 21.845 -19.251 38.654 -0.314 -0.906 -0.859
H 23.197 -20.633 41.116 -1.060 -0.486 -0.359
H 21.487 -20.205 41.588 -0.060 -0.810 -0.155
H 22.687 -19.047 41.284 -0.929 -0.701 -2.045
H 20.846 -21.501 37.901 0.334 -0.007 -0.722
H 20.110 -21.812 39.483 2.847 0.876 -0.793
H 21.921 -22.344 39.145 -1.195 0.791 -0.335
C 24.608 -17.258 33.664 2.815 2.121 -2.346
C 23.860 -17.163 34.912 1.105 0.031 2.053
C 23.714 -18.452 35.668 -2.064 0.346 4.059
O 23.603 -16.074 35.404 -0.364 -1.053 -0.523
H 24.999 -16.172 33.533 -1.297 -1.468 -0.741
H 24.055 -17.697 32.800 0.343 0.624 0.589
H 25.645 -17.719 33.682 -1.495 -0.440 0.646
H 23.064 -19.158 35.175 -0.137 -0.143 -0.380
H 23.071 -18.147 36.721 2.074 -1.090 -2.814
H 24.655 -19.031 35.926 -0.844 1.163 -0.423
C 22.657 -27.599 37.975 -0.832 -1.719 -3.130
C 21.311 -26.977 37.871 -2.695 -0.537 -1.056
C 20.037 -27.618 38.587 2.664 -3.642 1.866
O 21.029 -26.067 37.096 1.027 -0.738 0.987
H 22.842 -28.527 37.314 -1.385 0.537 1.425
H 22.958 -27.744 38.934 0.861 -0.742 2.833
H 23.379 -27.098 37.431 1.423 2.282 -0.632
H 19.870 -28.826 38.455 0.819 2.987 -0.135
H 19.240 -27.128 38.188 -2.302 1.273 -1.080
H 19.987 -27.544 39.716 0.459 0.288 -1.165
C 23.038 -26.129 33.791 2.134 -7.015 -3.905
C 23.970 -27.138 34.387 -0.225 3.513 2.002
C 25.266 -26.514 34.914 0.296 0.273 -0.754
O 23.603 -28.240 34.546 0.094 -3.430 0.446
H 22.223 -26.755 33.578 -1.498 0.170 -1.135
H 23.707 -25.762 33.098 0.411 1.227 -2.803
H 22.944 -25.470 34.430 -1.638 6.550 6.304
H 25.326 -25.414 34.713 -0.345 -0.868 0.400
H 25.921 -26.937 34.148 0.955 -0.142 0.576
H 25.552 -26.719 35.971 -0.194 -0.226 -1.011
C 25.415 -21.725 42.668 0.570 -4.358 -2.416
C 26.407 -22.838 43.184 0.974 3.777 -1.112
C 27.857 -22.509 43.399 2.260 1.531 0.839
O 26.071 -23.931 43.408 -1.893 -3.304 0.526
H 25.441 -20.771 42.972 0.545 3.360 1.989
H 24.423 -22.136 42.731 -0.431 -0.114 0.248
H 25.596 -21.617 41.573 0.112 -0.396 0.450
H 28.054 -22.718 44.502 -0.105 0.224 -1.381
H 28.120 -21.435 43.217 -0.529 -0.660 0.308
H 28.672 -23.027 42.808 -1.506 -0.112 0.507
C 23.588 -24.002 37.410 14.971 -2.616 8.911
C 24.557 -22.975 38.091 -0.965 -4.579 3.771
C 24.679 -21.727 37.476 -3.631 -0.660 -2.614
O 25.084 -23.267 39.189 -0.672 0.559 -2.138
H 22.845 -23.690 37.204 -16.851 8.434 -5.025
H 23.286 -24.676 38.112 0.270 -2.754 1.701
H 23.989 -24.274 36.576 2.755 -2.518 -4.871
H 24.439 -21.960 36.442 -0.746 0.858 -0.309
H 24.011 -21.051 37.941 -0.611 1.076 0.177
H 25.605 -21.457 37.412 5.639 2.286 0.417
C 21.445 -20.662 33.733 0.769 -1.391 1.751
C 21.693 -22.218 34.005 -3.278 1.981 0.106
C 20.584 -23.158 33.400 3.557 -0.437 5.599
O 22.526 -22.583 34.789 0.316 -0.395 -0.546
H 22.479 -20.315 33.487 -0.922 0.540 0.846
H 20.853 -20.220 34.692 1.828 -0.802 -2.371
H 20.886 -20.555 32.831 -0.748 0.193 -0.409
H 21.150 -24.002 33.241 1.033 -2.359 -0.877
H 20.081 -22.903 32.617 -2.578 2.201 -4.971
H 19.853 -23.504 34.121 0.019 0.384 0.738
```
Forces are in eV/Å.

# 2
# IMn

A molecular structure, IMn in a non-equilibrium geometry (ωB97M-V/def2-TZVPD, OMol25).

Values from the calculation:
HOMO energy (spin up / spin down) in eV: -14.90 / -15.14
Net charge: +1
Spin multiplicity: 6
LUMO (spin up / spin down) in eV: -7.1 / -7.3
Kohn-Sham gap (spin up / spin down) in hartree: 0.286 / 0.287
Energy relative to the best compared isomer or geometry (same formula, charge and spin) in eV: 0.0000
Maximum force in eV/Å: 1.8

Structure (XYZ):
```
2
Properties=species:S:1:pos:R:3:forces:R:3
Mn 1.112 -0.032 0.339 1.677 -0.051 0.511
I -1.112 0.032 -0.339 -1.677 0.051 -0.511
```
Forces are in eV/Å.

# 3
# C19H50N10O7

6 unconnected molecules or ions with the total composition C19H50N10O7 in a non-equilibrium geometry (ωB97M-V/def2-TZVPD, OMol25).

Values from the calculation:
HOMO energy (spin up / spin down) in eV: 0.31 / -6.10
Net charge: -1
Spin multiplicity: 2
LUMO (spin up / spin down) in eV: 2.0 / 2.0
Kohn-Sham gap (spin up / spin down) in hartree: 0.063 / 0.298
Maximum force in eV/Å: 9.2

Structure (XYZ):
```
86
Properties=species:S:1:pos:R:3:forces:R:3
C -2.831 -20.386 -7.998 -0.478 0.271 -1.519
O -2.955 -19.717 -6.801 1.320 2.298 1.362
C -2.171 -18.456 -6.663 -0.870 -0.057 0.951
C -2.913 -17.156 -7.135 0.264 -1.646 -0.540
N -4.162 -16.712 -6.486 0.838 -1.448 -1.976
C -4.001 -16.170 -5.218 0.313 2.054 2.297
C -3.375 -14.738 -5.087 -1.416 -2.116 0.477
O -3.950 -14.292 -3.807 1.628 1.603 -2.648
C -3.784 -12.874 -3.880 0.013 0.611 2.430
H -1.850 -20.636 -8.402 0.681 -0.569 1.093
H -3.134 -19.780 -8.852 -0.905 0.342 -0.156
H -3.504 -21.239 -7.906 0.305 -0.191 -0.309
H -1.168 -18.547 -7.080 -0.163 -0.072 -0.736
H -1.915 -18.297 -5.616 -0.438 -0.629 0.384
H -3.100 -17.414 -8.178 -0.363 0.668 -0.321
H -2.179 -16.352 -7.087 0.083 0.070 -0.048
H -4.739 -17.521 -6.307 -0.214 -0.324 -0.727
H -3.501 -16.812 -4.494 0.406 -0.231 0.162
H -5.009 -16.049 -4.820 -0.051 0.162 0.129
H -3.664 -14.113 -5.932 -0.489 0.182 0.073
H -2.285 -14.741 -5.099 0.167 -0.009 0.552
H -3.898 -12.524 -2.854 -0.639 0.127 0.181
H -4.473 -12.311 -4.510 -0.225 -0.489 -0.306
H -2.779 -12.486 -4.043 0.424 -0.671 -0.770
C 1.207 -9.217 -3.499 0.377 0.964 1.104
C 0.698 -7.851 -4.061 -1.517 -0.817 -0.368
C 1.870 -6.836 -4.215 0.652 -0.685 1.854
C 1.663 -5.642 -5.066 -1.182 0.351 -0.107
C 1.206 -6.109 -6.420 0.475 0.574 -0.123
C 0.026 -7.078 -6.403 -1.136 -0.990 -0.385
N 0.107 -8.165 -5.362 2.552 1.809 -1.630
O -0.936 -9.080 -5.328 -0.667 1.014 0.348
C -1.346 -6.241 -6.345 0.569 -0.444 -0.143
C 0.136 -7.775 -7.833 -1.903 -0.056 1.291
C -0.407 -7.274 -3.107 -0.423 -0.374 0.235
H 0.553 -9.529 -2.685 0.124 -0.168 -0.055
H 2.172 -8.953 -3.067 0.175 -0.488 0.349
H 1.362 -10.078 -4.148 -0.161 0.538 -0.558
H 2.040 -6.397 -3.232 -0.081 -0.423 0.574
H 2.810 -7.365 -4.374 -0.047 -0.170 -0.703
H 2.447 -4.886 -5.004 0.649 -0.511 -0.517
H 0.880 -5.068 -4.570 -0.693 0.000 -0.181
H 2.008 -6.574 -6.993 0.372 -0.240 0.391
H 0.945 -5.260 -7.052 -0.386 0.084 -0.059
H -1.543 -5.853 -7.344 0.024 0.148 -0.054
H -2.247 -6.776 -6.042 0.299 -0.744 -0.184
H -1.365 -5.402 -5.649 0.675 0.159 0.041
H 0.437 -7.048 -8.587 -0.373 -0.068 -0.088
H 0.701 -8.700 -7.941 0.626 0.304 0.677
H -0.891 -8.132 -7.910 -0.179 0.080 -1.083
H -1.411 -7.287 -3.530 0.197 0.658 -0.930
H -0.151 -6.291 -2.711 -0.183 0.012 -0.003
H -0.700 -7.934 -2.290 0.970 -0.070 0.543
H -0.577 -9.880 -5.719 0.208 -0.664 -0.317
C -0.226 -11.884 -9.976 -4.646 -2.676 -5.448
O -1.145 -12.299 -9.371 -4.547 -1.335 2.894
N 0.922 -11.739 -9.552 7.410 2.279 4.861
N -0.191 -11.847 -11.302 -0.212 1.235 -3.111
H 1.221 -10.842 -9.906 1.264 0.104 0.828
H 0.814 -11.867 -8.556 1.266 0.785 0.836
H -0.939 -12.077 -11.941 0.254 0.232 0.293
H 0.741 -11.574 -11.578 -0.643 -0.429 -1.326
C -0.044 -12.733 -6.192 3.137 -5.296 2.141
O -0.114 -11.608 -6.507 -1.218 5.882 -1.423
N 0.043 -13.734 -7.068 -1.301 -0.119 -1.616
N 0.369 -13.121 -4.961 -0.881 1.212 0.720
H -0.408 -13.374 -7.897 -0.186 -1.134 -0.660
H 0.027 -14.697 -6.764 0.147 -0.242 -0.352
H 0.613 -12.273 -4.470 0.231 -0.896 1.024
H 0.524 -14.092 -4.731 0.280 0.399 0.357
C -4.064 -14.088 -10.104 0.885 0.023 -0.266
O -5.000 -14.750 -10.486 -1.051 -0.731 0.141
N -3.285 -14.346 -9.034 0.688 -1.142 1.702
N -3.644 -13.004 -10.789 0.026 1.169 -1.011
H -3.357 -15.229 -8.551 -0.588 0.082 -0.295
H -2.415 -13.880 -8.819 -0.369 0.418 -0.546
H -2.808 -12.513 -10.506 -0.292 0.155 0.090
H -4.280 -12.671 -11.499 0.388 0.022 0.192
C 1.629 -17.454 -5.831 -1.543 -2.267 2.507
O 1.121 -16.575 -6.445 -1.427 3.646 -2.011
N 2.375 -18.393 -6.285 4.271 -1.987 -4.296
N 1.237 -17.903 -4.650 -2.459 1.661 4.206
H 2.631 -19.163 -5.684 -0.056 -0.314 -0.529
H 2.292 -18.469 -7.289 0.756 -0.510 -0.079
H 0.406 -17.485 -4.255 0.198 0.164 0.393
H 1.658 -18.656 -4.124 0.012 -0.111 -0.171
```
Forces are in eV/Å.

# 4
# C20H30Al2BBrCl8F7NO15S2

A molecular structure, C20H30Al2BBrCl8F7NO15S2 in a non-equilibrium geometry (ωB97M-V/def2-TZVPD, OMol25).

Values from the calculation:
HOMO energy in eV: -7.87
Net charge: 0
Spin multiplicity: 1
LUMO in eV: -4.7
Kohn-Sham gap in hartree: 0.116
Maximum force in eV/Å: 3.2

Structure (XYZ):
```
87
Properties=species:S:1:pos:R:3:forces:R:3
C 4.092 -3.115 2.458 -1.423 0.385 0.995
C 3.875 -2.827 1.304 -0.980 -0.368 -0.182
C 3.462 -2.155 0.086 -0.449 1.826 0.296
C 1.948 -1.922 -0.116 -0.742 -1.167 0.451
C 0.960 -3.108 0.066 0.686 -0.392 -0.253
C -0.191 -2.890 -0.878 -0.512 0.119 0.338
C -0.894 -1.563 -0.670 0.063 0.264 -0.401
S -2.045 -1.696 0.689 -0.192 -0.759 -0.238
O -3.369 -1.515 0.233 -0.493 0.547 -0.118
O -1.744 -2.883 1.429 0.425 -0.076 0.444
Cl -1.517 -0.130 1.872 0.030 0.066 0.161
O 4.086 -2.613 -1.133 -0.131 -0.307 -0.031
S 4.301 -1.382 -2.100 -0.507 0.084 -0.780
O 3.331 -1.474 -3.169 -0.393 0.007 0.010
O 5.638 -1.222 -2.470 0.742 -0.092 0.108
O 3.788 -0.226 -1.138 0.116 0.091 0.033
C 4.158 -0.749 0.170 0.520 -0.893 -0.542
Cl 3.896 0.236 1.525 -0.599 0.589 0.014
H 4.027 -3.224 3.512 0.295 -0.241 0.285
H 1.725 -1.608 -1.165 0.777 -0.017 1.038
H 1.627 -1.108 0.521 0.162 0.361 0.183
H 1.444 -4.037 -0.214 0.129 -0.134 -0.118
H 0.540 -3.274 1.090 0.201 0.864 -0.718
H -0.961 -3.651 -0.865 0.409 -0.193 0.233
H 0.200 -2.956 -1.892 -0.103 0.006 -0.316
H -0.248 -0.713 -0.478 0.060 0.071 0.159
H -1.471 -1.328 -1.559 -0.489 0.014 -0.104
H 5.217 -0.958 0.088 0.366 0.147 0.415
Al 1.166 -1.201 -3.209 -0.614 0.309 -1.125
C -3.433 -4.792 -2.147 0.888 0.679 -0.164
O -2.267 -4.628 -1.817 -0.573 -0.611 0.098
O -4.445 -4.981 -1.440 -0.162 -0.108 -0.415
O -3.813 -4.735 -3.346 -0.603 -0.386 0.308
C -0.268 3.313 0.100 -0.099 0.090 -0.047
Cl 0.347 4.049 1.578 0.038 -0.039 0.046
Cl 0.657 1.823 -0.233 0.147 0.008 -0.032
Cl -1.968 2.918 0.289 -0.047 0.027 -0.057
Cl -0.058 4.424 -1.249 0.021 -0.007 -0.032
B 3.350 -6.235 0.322 0.885 -1.008 -0.849
F 2.488 -5.346 1.207 -0.800 0.851 1.150
F 4.653 -5.770 0.353 -0.480 0.373 0.310
F 3.235 -7.481 0.850 -0.157 -0.221 0.343
F 2.807 -6.130 -0.933 -0.307 0.407 -0.097
Al 1.324 -4.361 2.603 0.695 -1.117 -0.109
Br 6.082 -3.214 1.259 2.658 -0.537 -1.732
C -5.811 0.788 -0.581 -0.009 0.015 0.015
C -6.999 1.652 -0.975 0.114 -0.042 -0.058
N -7.256 2.736 -0.039 -0.079 -0.063 0.031
C -8.545 3.373 -0.218 -0.252 0.024 -0.027
C -8.810 4.116 -1.535 -0.048 0.069 0.070
C -6.134 3.617 0.203 0.314 0.082 0.087
C -5.495 4.325 -0.999 0.060 0.076 0.083
H -5.916 0.430 0.445 0.015 0.041 0.011
H -5.743 -0.078 -1.236 0.029 -0.014 -0.050
H -4.865 1.329 -0.666 0.004 -0.025 0.004
H -7.888 1.016 -1.000 -0.080 0.082 0.022
H -6.848 2.012 -2.005 -0.016 -0.038 0.003
H -8.711 4.060 0.617 0.104 0.019 0.007
H -9.309 2.598 -0.107 0.050 -0.074 -0.035
H -8.265 5.058 -1.589 0.064 -0.020 -0.039
H -9.872 4.358 -1.610 -0.003 -0.021 0.010
H -8.550 3.512 -2.404 0.025 -0.013 -0.002
H -5.355 3.032 0.701 -0.008 -0.043 -0.034
H -6.432 4.365 0.943 -0.140 -0.008 -0.038
H -5.310 3.640 -1.827 -0.012 -0.015 -0.002
H -4.530 4.742 -0.699 0.001 0.003 -0.011
H -6.098 5.154 -1.366 -0.050 -0.057 -0.056
C 7.500 4.750 2.042 -0.213 -0.032 0.226
C 8.318 3.509 2.323 0.160 0.229 -0.407
O 8.033 2.969 3.633 0.175 0.060 0.035
C 6.928 2.268 3.752 0.071 -0.002 -0.006
O 6.128 2.022 2.898 -0.169 -0.077 -0.105
C 6.800 1.738 5.194 -0.059 0.040 -0.010
F 7.028 2.701 6.085 0.010 0.053 0.086
F 7.682 0.755 5.396 0.062 -0.073 0.014
F 5.578 1.254 5.400 -0.074 -0.055 0.009
H 7.656 5.493 2.824 0.094 0.042 -0.040
H 7.789 5.179 1.084 0.047 -0.004 -0.010
H 6.436 4.522 2.011 -0.002 -0.048 -0.077
H 9.378 3.746 2.338 0.034 -0.052 0.189
H 8.162 2.740 1.568 -0.144 -0.091 0.090
Cl 7.874 -3.475 -0.142 -0.278 0.184 0.757
O -4.002 -1.774 -3.606 0.153 0.029 0.172
Cl -2.817 -1.854 -4.414 -0.149 -0.063 -0.406
O -3.035 -2.709 -5.546 0.036 0.047 0.108
O -1.730 -2.432 -3.609 0.546 0.172 0.371
O -2.410 -0.541 -4.841 0.158 0.155 0.055
```
Forces are in eV/Å.